This record from the Open Molecules 2025 dataset describes one molecule with the formula C16H18BrN3O3 at a distorted geometry. The level of theory is ωB97M-V with the def2-TZVPD basis set.

Each line ends with the Mulliken charge.
Element x y z (Å)
Br  -2.42953  -4.38253  3.58614  -0.161
O  2.10719  2.30416  -5.12766  -0.645
O  -5.35538  -2.84446  3.37568  -0.637
O  -4.00913  1.32003  3.12534  -0.644
N  -4.66917  -0.76077  3.26824  -0.038
N  -2.31197  -0.21787  3.33515  0.176
N  0.30517  1.10023  -5.04140  -0.407
C  -1.24140  0.77583  3.38230  -1.484
C  0.98176  0.24743  2.36400  -0.359
C  -2.97145  -2.53559  3.43482  -0.278
C  -4.38547  -2.10144  3.33483  0.596
C  1.78049  -0.12358  1.29494  -0.777
C  -0.33726  0.69065  2.18101  0.519
C  -1.99149  -1.56694  3.37039  -0.002
C  3.40783  0.42119  -3.24045  -0.880
C  -0.00948  0.62547  -0.23654  -0.726
C  2.66151  0.83524  -1.94808  -0.393
C  2.04892  -0.35688  -1.24441  -1.028
C  1.27598  0.03558  -0.00973  0.716
C  -0.82511  0.88605  0.88442  -0.383
C  2.47355  -0.00723  -4.42359  -0.606
C  -3.66340  0.16292  3.29302  0.457
C  1.64588  1.20038  -4.90660  0.536
H  -0.65873  0.58397  4.29089  0.408
H  -5.60580  -0.43496  3.25687  0.215
H  1.87239  -0.85143  -4.11690  0.312
H  1.45439  -0.92065  -1.92635  0.353
H  1.41276  0.04375  3.33015  0.325
H  3.04169  -0.39044  -5.23299  0.414
H  3.35118  1.24495  -1.21360  0.329
H  -0.97991  -1.89049  3.34288  0.513
H  2.84080  -1.03654  -0.97309  0.453
H  4.02766  1.27539  -3.55768  0.347
H  -0.34436  0.83191  -1.26368  0.380
H  2.80114  -0.53152  1.48943  0.311
H  -1.84559  1.25178  0.71030  0.414
H  1.90331  1.59178  -2.17851  0.353
H  4.06629  -0.40588  -2.98175  0.428
H  -0.14258  1.93232  -5.35555  0.234
H  -0.12830  0.18788  -5.12858  0.215
H  -1.55439  1.81030  3.45635  0.441

Computed properties:
**LUMO energy**: 0.20 eV
**SMILES**: NC(=O)CCCCc1ccc(Cn2cc(Br)c(=O)[nH]c2=O)cc1
**E_tot**: -97540.421 eV
**Relative energy (zero: lowest compared OMol25 entry of this formula, charge and spin)**: 0.00 kcal/mol
**HOMO-LUMO gap**: 9.22 eV